(1)
77
Properties=species:S:1:pos:R:3:lowdin_spin:R:1 method="wB97M-V/def2-TZVPD" multiplicity=5 homo_lumo_gap_ev="6.33 / 5.90" lumo_ev="0.55 / -3.25" e_tot_ev=-56856.283 molar_mass_g_mol=652.157 relative_energy_ev=0.000 homo_ev="-5.8 / -9.1" s2=6.024
Pt 0.00 0.00 0.00 1.32
Cl 1.01 -0.44 2.06 0.58
P 0.10 0.60 -2.28 0.15
C -1.70 0.66 0.14 0.88
H -2.63 0.08 0.10 0.08
H -1.82 1.73 0.36 0.06
C 1.92 0.85 -2.53 0.03
C -0.74 2.25 -2.52 0.01
C 2.46 0.96 -3.96 0.01
H 2.07 1.81 -2.01 0.00
C 3.96 1.31 -3.94 0.00
H 2.33 0.00 -4.48 0.00
H 1.91 1.71 -4.54 0.00
C 4.76 0.27 -3.14 0.00
H 4.34 1.38 -4.96 0.00
H 4.09 2.30 -3.48 0.00
C 4.21 0.12 -1.72 0.00
H 4.70 -0.70 -3.66 0.00
H 5.82 0.55 -3.11 0.00
C 2.71 -0.21 -1.74 0.03
H 4.75 -0.66 -1.17 0.00
H 4.34 1.06 -1.17 0.00
H 2.55 -1.20 -2.18 0.00
H 2.35 -0.26 -0.70 0.02
C -0.59 -0.49 -3.63 0.02
C -2.26 2.11 -2.71 0.02
H -0.57 2.69 -1.52 0.00
C -2.94 3.48 -2.58 0.00
H -2.49 1.69 -3.69 0.00
H -2.67 1.42 -1.96 0.02
C -2.34 4.48 -3.58 0.00
H -4.02 3.38 -2.74 0.00
H -2.79 3.85 -1.56 0.00
C -0.82 4.60 -3.40 0.00
H -2.56 4.14 -4.60 0.00
H -2.81 5.46 -3.46 0.00
C -0.12 3.24 -3.53 0.00
H -0.40 5.30 -4.13 0.00
H -0.61 5.01 -2.40 0.00
H -0.23 2.87 -4.55 0.00
H 0.94 3.35 -3.33 0.00
C 0.10 -1.87 -3.73 0.00
H -1.63 -0.66 -3.29 0.00
C -0.65 -2.79 -4.69 0.00
H 1.13 -1.73 -4.08 0.00
H 0.16 -2.34 -2.75 0.00
C -0.78 -2.17 -6.09 0.00
H -0.14 -3.76 -4.75 0.00
H -1.65 -2.99 -4.29 0.00
C -1.43 -0.78 -6.00 0.00
H 0.22 -2.07 -6.53 0.00
H -1.37 -2.82 -6.75 0.00
C -0.66 0.14 -5.04 0.01
H -1.48 -0.31 -6.99 0.00
H -2.47 -0.88 -5.65 0.00
H 0.35 0.29 -5.42 0.00
H -1.14 1.12 -5.00 0.00
C 0.09 -2.43 -0.25 0.17
C -1.22 -2.06 -0.47 0.04
H 0.81 -2.34 -1.06 0.01
C -2.30 -2.45 0.50 0.01
H -1.54 -1.77 -1.46 0.00
C -1.75 -2.83 1.88 0.00
H -3.05 -1.66 0.59 0.00
H -2.84 -3.31 0.07 0.00
C -0.64 -3.88 1.72 0.00
H -1.34 -1.93 2.36 0.00
H -2.55 -3.22 2.51 0.00
C 0.53 -3.33 0.88 0.03
H -0.27 -4.20 2.69 0.00
H -1.06 -4.76 1.22 0.00
H 1.24 -2.80 1.52 0.01
H 1.09 -4.16 0.42 0.01
O -0.37 2.11 2.42 0.24
C 0.37 2.60 1.45 0.00
O 0.63 1.90 0.36 0.19
H 0.75 3.60 1.54 0.01

***

(2)
7
Properties=species:S:1:pos:R:3:mulliken_charge:R:1 method="wB97M-V/def2-TZVPD" multiplicity=1 homo_lumo_gap_ev="9.71 / 9.68" lumo_ev="-0.23 / 0.23" e_tot_ev=-4075.563 molar_mass_g_mol=44.057 relative_energy_ev=7.320 homo_ev="-9.9 / -9.5"
C 0.50 0.40 0.15 -0.09
N -0.83 0.35 -0.46 -0.39
N -0.03 -0.75 -0.45 -0.22
H 1.38 0.78 -0.39 0.25
H 0.45 0.59 1.25 0.18
H -2.04 -0.47 1.15 0.02
H 0.57 -0.89 -1.25 0.26

***

(3)
23
Properties=species:S:1:pos:R:3:mulliken_charge:R:1 method="wB97M-V/def2-TZVPD" multiplicity=1 total_charge=+3 homo_lumo_gap_ev="4.28 / 4.29" lumo_ev="-13.70 / -13.69" e_tot_ev=-308069.400 molar_mass_g_mol=748.643 relative_energy_ev=0.455 homo_ev="-18.0 / -18.0"
Tc 1.97 -0.49 -0.65 0.94
Cl 0.10 -1.57 3.74 0.01
C -0.60 -0.61 2.56 0.16
C -1.89 -0.13 2.68 -0.59
C -2.47 0.71 1.72 0.76
Cl -4.01 1.29 1.97 0.01
C -1.73 1.12 0.53 0.34
C -2.18 2.03 -0.43 -0.44
C -1.34 2.38 -1.48 -0.68
C -0.07 1.81 -1.57 -0.50
N 0.36 0.93 -0.66 -0.47
C -0.45 0.60 0.37 0.70
C 0.17 -0.26 1.37 0.83
O 1.36 -0.60 1.19 -0.74
H -2.47 -0.41 3.56 0.51
H -3.17 2.46 -0.36 0.48
H -1.65 3.09 -2.23 0.45
H 0.60 2.05 -2.38 0.52
Se 3.14 -5.11 -0.35 -0.10
Sb 3.80 -3.86 -2.26 0.98
Se 4.16 -0.32 -0.90 0.04
Se 1.45 -1.99 -2.21 -0.12
Se 4.92 -3.12 -4.21 -0.06

***

(4)
33
Properties=species:S:1:pos:R:3:mulliken_charge:R:1 method="wB97M-V/def2-TZVPD" multiplicity=1 total_charge=-1 homo_lumo_gap_ev=7.55 lumo_ev=3.28 e_tot_ev=-18336.400 molar_mass_g_mol=173.256 homo_ev=-4.3
C 3.49 -1.11 1.10 -1.13
C 3.20 -0.98 -0.39 -0.58
C 1.95 -0.15 -0.74 -0.35
C 1.66 1.03 0.19 -0.52
C 0.87 2.16 -0.48 -0.84
C -0.65 2.17 -0.20 -0.88
C -1.26 0.83 0.21 0.34
C -2.71 0.67 -0.29 -0.68
C -3.46 -0.43 0.45 -1.10
Al -3.02 -2.29 -0.25 0.14
O -1.20 -2.51 -0.04 -0.62
H 2.62 -1.47 1.63 0.27
H 3.82 -0.16 1.50 0.28
H 4.31 -1.81 1.24 0.39
H 4.07 -0.58 -0.91 0.29
H 3.05 -1.98 -0.79 0.35
H 2.10 0.28 -1.73 0.27
H 1.10 -0.82 -0.83 0.19
H 1.17 0.71 1.10 0.31
H 2.62 1.44 0.49 0.41
H 1.03 2.16 -1.56 0.42
H 1.28 3.11 -0.12 0.29
H -1.16 2.49 -1.11 0.31
H -0.91 2.93 0.54 0.33
H -0.69 -0.01 -0.18 -0.39
H -1.31 0.77 1.29 0.36
H -2.67 0.44 -1.36 0.36
H -3.20 1.64 -0.17 0.34
H -4.53 -0.29 0.28 0.33
H -3.31 -0.35 1.53 0.38
H -3.81 -3.43 0.59 -0.29
H -3.43 -2.37 -1.82 -0.25
H -1.00 -2.10 0.82 0.25

***

(5)
20
Properties=species:S:1:pos:R:3:mulliken_charge:R:1 method="wB97M-V/def2-TZVPD" multiplicity=1 homo_lumo_gap_ev=8.62 lumo_ev=0.28 e_tot_ev=-89785.859 molar_mass_g_mol=220.135 relative_energy_ev=2.479 homo_ev=-8.3
C -1.67 -0.65 -0.13 0.47
C -2.69 -0.89 -0.72 -0.29
C 0.45 0.09 0.60 0.12
C 2.73 -0.25 1.30 -1.24
C 1.27 1.99 1.91 -1.13
C -2.86 -1.40 -3.45 -0.75
C 1.39 0.43 1.71 0.52
N -0.70 -0.26 0.71 -0.38
S -3.85 -1.33 -1.87 -0.14
Br 0.92 0.72 -1.32 -0.25
H 3.59 -0.04 1.87 0.39
H 2.44 -1.27 1.32 0.37
H 2.94 0.07 0.28 0.31
H 1.22 2.53 0.96 0.28
H 0.29 2.22 2.41 0.35
H 2.04 2.38 2.60 0.34
H -2.24 -2.26 -3.25 0.27
H -2.43 -0.48 -3.45 0.27
H -3.72 -1.54 -4.06 0.33
H 0.90 -0.03 2.57 0.19

***

(6)
41
Properties=species:S:1:pos:R:3:mulliken_charge:R:1 method="wB97M-V/def2-TZVPD" multiplicity=1 total_charge=+1 homo_lumo_gap_ev="8.58 / 8.58" lumo_ev="-3.36 / -3.36" e_tot_ev=-62519.062 molar_mass_g_mol=335.273 relative_energy_ev=0.273 homo_ev="-11.9 / -11.9"
Co 0.42 0.11 -1.76 -0.23
C -0.79 1.84 -1.73 -0.28
C 0.60 2.19 -1.81 -0.32
C 1.09 1.70 -3.05 -0.86
C 0.02 1.07 -3.73 -0.57
C -1.14 1.18 -2.92 -0.37
H -1.43 2.06 -0.89 0.51
H 1.17 2.74 -1.08 0.56
H 2.11 1.79 -3.39 0.56
H 0.08 0.55 -4.68 0.37
H -2.10 0.75 -3.15 0.50
O -0.85 -1.30 -1.75 -0.46
C -0.79 -2.04 -2.82 -0.11
O 0.01 -1.90 -3.73 -0.53
H -1.56 -2.83 -2.82 0.41
C -2.22 -1.19 2.80 -0.64
C -2.69 -0.82 1.41 -0.69
N -1.58 -0.32 0.60 0.13
C -0.34 -0.03 1.05 0.50
N 0.62 0.20 0.18 0.45
C 1.88 0.72 0.70 -0.84
C 2.26 0.04 2.00 -0.80
C 1.15 0.32 2.99 -0.67
N -0.15 0.04 2.39 0.11
C -1.29 -0.09 3.29 -0.66
H -1.67 -2.13 2.77 0.30
H -3.07 -1.31 3.47 0.39
H -3.47 -0.05 1.47 0.36
H -3.12 -1.68 0.90 0.33
H -1.61 -0.56 -0.39 0.18
H 1.81 1.80 0.87 0.25
H 2.66 0.57 -0.05 0.41
H 3.20 0.43 2.38 0.39
H 2.37 -1.03 1.84 0.29
H 1.19 1.36 3.32 0.30
H 1.25 -0.31 3.88 0.45
H -1.83 0.86 3.37 0.27
H -0.90 -0.33 4.28 0.37
N 2.96 -1.48 -2.06 -0.16
C 1.97 -0.90 -1.95 0.51
H 3.78 -2.02 -2.20 0.28

***

(7)
88
Properties=species:S:1:pos:R:3:mulliken_charge:R:1 method="wB97M-V/def2-TZVPD" multiplicity=1 total_charge=+2 homo_lumo_gap_ev=8.23 lumo_ev=-5.18 e_tot_ev=-91518.140 molar_mass_g_mol=846.142 relative_energy_ev=0.326 homo_ev=-13.4
La 0.02 -0.83 0.73 1.84
O 0.97 1.27 1.13 -0.58
S 0.79 1.98 -0.21 1.62
C -0.25 3.36 0.21 0.12
C 0.13 4.62 0.65 -0.52
C -0.87 5.54 0.97 -0.85
C -2.20 5.19 0.84 -0.82
C -2.57 3.91 0.46 -0.26
C -1.59 2.97 0.15 -0.49
P -1.99 1.19 -0.17 0.92
C -3.50 1.01 0.83 0.59
C -4.80 1.13 0.34 -0.38
C -5.87 1.09 1.23 -0.80
C -5.65 0.92 2.59 -0.60
C -4.35 0.79 3.08 -0.84
C -3.28 0.83 2.20 -0.38
C -2.48 1.13 -1.92 0.54
C -3.22 0.02 -2.35 -0.38
C -3.54 -0.11 -3.69 -0.76
C -3.11 0.84 -4.60 -0.63
C -2.37 1.93 -4.18 -0.74
C -2.05 2.08 -2.84 -0.64
C 2.42 2.46 -0.76 0.70
C 2.82 3.74 -1.10 -0.66
C 4.05 3.91 -1.73 -1.04
C 4.81 2.80 -2.08 -0.88
C 4.36 1.52 -1.78 -0.56
C 3.18 1.32 -1.08 -0.27
P 2.65 -0.36 -0.50 0.34
C 3.15 -1.41 -1.90 0.56
C 4.10 -2.42 -1.81 -0.37
C 4.37 -3.20 -2.93 -0.76
C 3.71 -2.96 -4.13 -0.59
C 2.75 -1.96 -4.21 -0.68
C 2.47 -1.19 -3.10 -0.81
C 3.88 -0.60 0.85 1.01
C 5.26 -0.57 0.63 0.01
C 6.15 -0.70 1.69 -0.95
C 5.67 -0.87 2.98 -0.69
C 4.31 -0.91 3.21 -0.89
C 3.42 -0.77 2.16 0.00
H 1.17 4.89 0.77 0.67
H -0.59 6.52 1.31 0.45
H -2.97 5.92 1.07 0.46
H -3.62 3.64 0.40 0.51
H -4.97 1.27 -0.72 0.53
H -6.88 1.19 0.85 0.47
H -6.49 0.90 3.27 0.45
H -4.18 0.67 4.14 0.47
H -2.27 0.75 2.58 0.48
H -3.55 -0.72 -1.63 0.45
H -4.13 -0.95 -4.02 0.45
H -3.36 0.73 -5.65 0.43
H -2.04 2.68 -4.90 0.47
H -1.49 2.95 -2.50 0.45
H 2.18 4.59 -0.91 0.50
H 4.38 4.90 -1.98 0.44
H 5.75 2.94 -2.60 0.46
H 4.92 0.66 -2.15 0.46
H 4.60 -2.62 -0.88 0.55
H 5.12 -3.98 -2.87 0.45
H 3.92 -3.57 -4.99 0.42
H 2.22 -1.79 -5.14 0.46
H 1.72 -0.40 -3.15 0.41
H 5.66 -0.46 -0.37 0.38
H 7.21 -0.67 1.49 0.45
H 6.37 -0.98 3.80 0.42
H 3.94 -1.05 4.22 0.45
H 2.36 -0.79 2.37 -0.04
Cl 1.63 -3.13 0.68 -0.16
C 0.18 -2.92 -0.40 -1.14
H -0.44 -3.80 -0.21 0.53
H 0.56 -3.00 -1.42 0.67
C -3.38 -2.75 1.11 -0.82
N -2.83 -3.42 2.28 0.24
C -3.52 -4.64 2.72 -1.25
C -1.74 -2.95 2.87 0.51
C -1.21 -3.60 4.11 -1.22
O -1.14 -1.93 2.43 -0.48
H -4.46 -2.83 1.12 0.61
H -3.00 -3.20 0.19 0.37
H -3.12 -1.69 1.12 -0.16
H -4.25 -4.91 1.97 0.47
H -4.03 -4.48 3.67 0.37
H -2.83 -5.47 2.82 0.40
H -1.72 -4.51 4.39 0.45
H -1.29 -2.88 4.93 0.31
H -0.15 -3.81 3.97 0.28

***

(8)
25
Properties=species:S:1:pos:R:3:mulliken_charge:R:1 method="wB97M-V/def2-TZVPD" multiplicity=1 homo_lumo_gap_ev=9.36 lumo_ev=0.87 e_tot_ev=-13105.297 molar_mass_g_mol=159.232 smiles="C=C=C(CN)Cc1ccccc1" relative_energy_ev=2.847 homo_ev=-8.5
C -0.12 -1.57 1.59 -0.72
C -1.23 -0.89 0.83 1.02
C -1.09 0.64 0.69 -1.32
C 0.10 1.08 -0.09 0.37
C 0.16 0.84 -1.51 -0.06
C 1.22 1.25 -2.24 -0.52
C 2.29 1.90 -1.63 -0.42
C 2.22 2.17 -0.29 -0.55
C 1.17 1.75 0.47 -0.18
C -2.26 -1.55 0.34 -0.27
C -3.27 -2.14 -0.17 -1.09
H 1.69 -2.40 1.32 0.27
H 1.21 -1.34 0.12 0.26
H 0.39 -0.89 2.36 0.26
H -0.70 -2.37 2.08 0.42
H -2.08 0.91 0.28 0.46
H -1.09 1.09 1.69 0.39
H -0.63 0.31 -2.02 0.37
H 1.23 1.20 -3.34 0.33
H 3.14 2.23 -2.22 0.38
H 3.00 2.69 0.29 0.31
H 1.10 2.01 1.54 0.32
H -3.15 -2.88 -0.85 0.30
H -4.23 -1.90 0.05 0.30
N 0.91 -2.13 0.68 -0.64

***

(9)
16
Properties=species:S:1:pos:R:3:mulliken_charge:R:1 method="wB97M-V/def2-TZVPD" multiplicity=1 homo_lumo_gap_ev=11.05 lumo_ev=1.14 e_tot_ev=-7392.265 molar_mass_g_mol=86.134 smiles=COCC1CC1 relative_energy_ev=2.501 homo_ev=-9.9
C -0.94 -1.21 0.98 -0.77
C -0.49 0.50 -1.21 -0.71
C -0.24 1.50 -0.08 -0.61
C 0.89 0.69 -0.65 0.03
C 1.28 -0.57 0.13 -0.50
O 0.23 -1.54 0.19 -0.45
H -1.50 -2.14 1.05 0.23
H -0.62 -0.85 1.96 0.33
H -1.65 -0.45 0.59 0.31
H -0.83 0.90 -2.15 0.29
H -0.26 2.55 -0.38 0.27
H -0.53 1.36 0.96 0.20
H 1.66 1.19 -1.23 0.39
H 2.13 -1.05 -0.40 0.33
H 1.62 -0.35 1.15 0.32
H -0.68 -0.57 -1.04 0.34

***

(10)
37
Properties=species:S:1:pos:R:3:mulliken_charge:R:1 method="wB97M-V/def2-TZVPD" multiplicity=1 total_charge=-1 homo_lumo_gap_ev=6.80 lumo_ev=0.57 e_tot_ev=-57972.201 molar_mass_g_mol=370.210 relative_energy_ev=0.000 homo_ev=-6.2
Ca 11.18 -14.70 -12.77 1.61
N 10.76 -12.16 -14.94 0.90
O 11.33 -11.39 -14.18 -0.67
O 10.57 -13.37 -14.59 -0.52
O 10.34 -11.81 -16.05 -0.63
N 14.19 -13.09 -13.59 1.00
O 14.89 -12.99 -14.60 -0.64
O 14.26 -12.30 -12.65 -0.69
O 13.39 -14.09 -13.51 -0.57
N 11.01 -16.54 -15.67 0.69
O 11.64 -16.08 -14.67 -0.28
O 9.86 -17.01 -15.47 -0.88
O 11.53 -16.55 -16.77 -0.44
O 7.73 -18.86 -14.58 -0.63
H 8.36 -18.17 -14.83 0.42
H 7.83 -18.95 -13.63 0.32
O 12.68 -16.61 -12.12 -0.53
H 12.56 -17.43 -12.61 0.28
H 12.75 -16.88 -11.20 0.27
O 9.04 -15.78 -13.25 -0.53
H 8.78 -16.10 -14.13 0.28
H 8.24 -15.46 -12.83 0.30
O 12.61 -13.50 -17.36 -0.59
H 12.57 -14.21 -16.71 0.24
H 11.78 -13.02 -17.25 0.32
O 8.92 -17.93 -18.05 -0.68
H 9.56 -18.56 -18.41 0.31
H 9.30 -17.66 -17.20 0.37
O 14.90 -15.78 -15.64 -0.71
H 14.82 -14.92 -15.20 0.36
H 14.01 -16.13 -15.66 0.28
O 8.50 -15.22 -18.92 -0.65
H 8.19 -14.75 -18.14 0.30
H 9.02 -15.96 -18.58 0.36
O 13.13 -15.16 -19.79 -0.60
H 12.73 -15.54 -20.57 0.29
H 12.97 -15.78 -19.07 0.31

***

(11)
131
Properties=species:S:1:pos:R:3:mulliken_charge:R:1 method="wB97M-V/def2-TZVPD" multiplicity=1 total_charge=+3 homo_lumo_gap_ev=3.46 lumo_ev=-5.26 e_tot_ev=-59129.948 molar_mass_g_mol=684.007 homo_ev=-8.7
Li 6.34 1.53 1.67 0.89
C 2.35 -2.18 1.10 -0.59
O 3.38 -1.56 1.78 -0.87
H 2.00 -1.64 0.22 0.17
H 2.68 -3.10 0.61 0.18
H 1.43 -2.23 1.69 0.19
C -1.74 6.73 -7.07 -1.20
C -2.10 5.62 -8.09 -0.35
N -1.17 5.54 -9.38 0.22
C -1.52 4.24 -10.17 -1.06
C -1.44 6.81 -10.19 -0.56
C -0.85 6.90 -11.65 -1.16
C 0.36 5.60 -9.05 -0.71
C 0.91 4.38 -8.35 -0.78
O 0.29 4.22 -7.07 -0.24
C 0.44 2.94 -6.43 -0.73
H -0.75 6.57 -6.63 0.31
H -2.49 6.77 -6.29 0.41
H -1.66 7.75 -7.45 0.33
H -3.18 5.64 -8.29 0.57
H -1.95 4.68 -7.57 0.32
H -2.58 4.48 -10.25 0.46
H -1.42 3.41 -9.47 0.44
H -0.95 3.95 -11.05 0.30
H -1.23 7.72 -9.63 0.38
H -2.52 6.88 -10.31 0.45
H 0.21 6.68 -11.77 0.28
H -1.06 7.89 -12.07 0.42
H -1.45 6.25 -12.29 0.34
H 0.52 6.48 -8.42 0.43
H 1.03 5.81 -9.88 0.36
H 1.99 4.41 -8.21 0.47
H 0.76 3.52 -9.01 0.44
H 1.42 2.89 -5.96 0.26
H 0.24 2.31 -7.29 0.35
H -0.41 2.90 -5.75 0.25
C 5.61 -2.29 7.90 -1.23
C 5.25 -3.38 8.96 -0.43
N 4.52 -4.61 8.41 -0.19
C 4.46 -5.64 9.57 -1.03
C 3.05 -4.18 8.04 -0.37
C 2.10 -3.67 9.16 -1.34
C 4.97 -5.29 7.14 -0.52
C 6.38 -5.90 7.19 -0.85
O 7.43 -5.08 7.67 -0.30
C 8.59 -5.81 8.20 -0.83
H 5.80 -1.38 8.47 0.39
H 4.77 -2.16 7.22 0.33
H 6.39 -2.63 7.23 0.30
H 4.59 -2.97 9.72 0.64
H 6.16 -3.72 9.45 0.44
H 4.17 -5.05 10.44 0.46
H 5.51 -5.94 9.56 0.43
H 3.72 -6.39 9.26 0.33
H 2.57 -5.06 7.61 0.41
H 3.14 -3.52 7.17 0.49
H 1.92 -4.37 9.97 0.33
H 1.13 -3.40 8.73 0.41
H 2.33 -2.74 9.68 0.37
H 5.01 -4.52 6.36 0.50
H 4.20 -6.01 6.84 0.37
H 6.62 -5.92 6.12 0.42
H 6.44 -6.90 7.61 0.53
H 8.56 -6.07 9.26 0.30
H 9.35 -5.07 7.96 0.29
H 8.98 -6.68 7.67 0.37
C -1.73 3.89 4.77 -1.31
C -2.53 4.72 3.77 -0.39
N -2.00 6.17 3.39 -0.16
C -2.01 7.09 4.63 -0.95
C -0.57 6.07 2.78 -0.53
C -0.42 5.25 1.52 -1.19
C -3.07 6.78 2.35 -0.69
C -2.77 8.10 1.63 -0.64
O -2.82 9.20 2.48 -0.35
C -2.40 10.39 1.78 -0.75
H -2.30 2.97 4.91 0.42
H -1.74 4.38 5.74 0.36
H -0.73 3.54 4.55 0.33
H -3.52 4.97 4.16 0.48
H -2.79 4.06 2.95 0.46
H -1.31 6.64 5.34 0.47
H -2.97 7.21 5.13 0.35
H -1.51 8.01 4.34 0.36
H -0.21 5.54 3.66 0.59
H -0.08 7.05 2.72 0.48
H 0.64 5.14 1.29 0.42
H -0.93 5.71 0.68 0.27
H -0.81 4.25 1.67 0.30
H -4.02 6.89 2.88 0.45
H -3.11 5.90 1.71 0.53
H -3.42 8.12 0.75 0.43
H -1.78 7.92 1.21 0.37
H -1.34 10.41 2.03 0.31
H -2.91 11.27 2.18 0.28
H -2.83 10.43 0.77 0.32
C -4.04 -4.54 -4.33 -1.19
C -3.25 -5.11 -3.11 -0.33
N -3.68 -6.51 -2.44 0.02
C -2.91 -7.64 -3.11 -0.91
C -3.25 -6.63 -0.92 -0.43
C -4.01 -5.58 -0.03 -1.13
C -5.28 -6.72 -2.68 -0.67
C -5.93 -7.90 -1.91 -0.78
O -5.50 -9.19 -2.39 -0.34
C -5.62 -10.31 -1.50 -0.74
H -5.00 -4.10 -4.06 0.32
H -3.97 -5.39 -5.01 0.34
H -3.63 -3.65 -4.79 0.40
H -3.47 -4.44 -2.27 0.25
H -2.16 -5.17 -3.12 0.45
H -3.40 -7.73 -4.08 0.43
H -3.00 -8.62 -2.64 0.33
H -1.83 -7.58 -3.23 0.38
H -2.19 -6.44 -1.13 0.49
H -3.38 -7.66 -0.57 0.40
H -3.66 -5.58 1.00 0.41
H -5.09 -5.75 -0.07 0.28
H -3.95 -4.53 -0.34 0.32
H -5.47 -6.96 -3.72 0.47
H -5.72 -5.73 -2.54 0.46
H -7.02 -7.83 -1.98 0.49
H -5.71 -7.84 -0.85 0.35
H -6.68 -10.46 -1.31 0.34
H -5.08 -10.15 -0.56 0.30
H -5.37 -11.31 -1.86 0.28
O 6.86 -1.94 -2.50 -0.47
C 7.78 -0.99 -2.82 0.67
O 7.78 -0.04 -2.02 -0.77
O 8.57 -1.05 -3.80 -0.72
H 6.63 -1.44 -1.71 0.32